# 1
120
Properties=species:S:1:pos:R:3:mulliken_charge:R:1 method="wB97M-V/def2-TZVPD" homo_lumo_gap_ev=9.324 e_tot_ev=-83195.20344 de_lowest_kj_mol=1023.90 max_force_ha_per_bohr=0.09859
H 4.842 -0.460 -3.428 0.303
H 5.166 0.666 -2.309 0.289
O 5.117 0.405 -3.215 -0.638
H -2.866 -2.170 -2.344 0.351
H -4.067 -1.424 -2.029 0.298
O -3.823 -2.390 -2.126 -0.651
H 4.414 -0.352 0.526 0.429
H 4.138 0.383 -0.899 -0.373
O 3.757 -0.199 -0.194 0.405
H -0.005 0.131 -5.510 0.368
H -0.605 0.720 -4.312 0.169
O 0.116 0.929 -4.976 -0.601
H -3.402 0.060 -5.716 0.343
H -3.825 0.944 -4.707 0.289
O -3.146 0.951 -5.375 -0.676
H 6.071 -0.138 1.857 0.299
O 5.168 -0.438 1.862 -0.665
H 4.408 2.800 -0.081 0.325
O 4.777 3.014 -1.034 -0.688
H 3.778 3.405 2.411 0.299
H 3.434 2.761 3.618 0.302
O 3.294 3.691 3.211 -0.678
H 0.454 -2.631 -4.929 0.327
H 1.511 -2.928 -6.021 0.304
O 0.588 -2.853 -5.850 -0.654
H -2.576 4.818 2.954 0.273
H -2.480 3.344 2.435 0.311
O -3.060 3.994 2.844 -0.656
H -1.910 4.509 -3.513 0.280
H -3.270 4.255 -3.877 0.251
O -2.611 3.887 -3.284 -0.508
H -3.171 5.736 -1.084 0.324
O -2.244 5.411 -1.118 -0.601
H -1.476 0.403 4.222 0.215
H -2.958 -0.065 4.518 0.294
O -2.101 0.038 4.896 -0.683
H 5.405 -2.885 -2.272 0.263
H 4.148 -3.916 -2.537 0.240
O 4.476 -3.048 -2.454 -0.483
H 1.083 -5.757 -0.576 0.237
H -0.136 -5.860 0.207 0.269
O 0.186 -5.419 -0.587 -0.508
H -5.253 2.928 2.768 0.299
H -4.454 2.318 3.830 0.292
O -5.288 2.150 3.322 -0.616
H 2.642 -1.231 -3.474 0.096
H 2.311 -2.636 -2.932 0.474
O 2.213 -2.053 -3.742 -0.476
H 0.444 -4.881 3.189 0.285
H -0.515 -3.714 2.944 0.379
O -0.074 -4.211 3.647 -0.691
H 0.047 -0.292 1.391 0.264
O -0.193 0.524 0.796 -0.365
H -4.646 -3.610 1.292 0.254
H -3.994 -2.885 0.160 0.341
O -4.273 -2.748 1.081 -0.494
H 1.349 -2.906 -1.271 0.156
O 2.284 -3.435 -1.383 -0.671
H -0.906 2.155 5.665 0.276
H 0.738 2.084 5.480 0.239
O -0.099 1.838 5.170 -0.549
H 1.435 0.906 2.722 -0.205
H 1.850 0.152 1.269 -0.218
O 2.080 0.590 2.112 0.717
H 2.271 -2.852 1.486 0.261
H 2.386 -1.357 1.341 0.071
O 1.905 -2.144 1.027 -0.509
H -3.623 -4.900 -1.383 0.336
H -2.481 -4.032 -1.886 0.125
O -2.856 -4.914 -1.946 -0.608
H -6.410 -1.123 0.748 0.238
H -5.579 0.262 1.102 0.285
O -5.754 -0.499 0.462 -0.542
H -2.629 1.501 1.368 0.257
H -3.253 2.022 0.187 -0.002
O -3.125 1.194 0.599 -0.038
H 2.958 0.346 4.109 0.253
H 4.327 0.053 4.537 0.312
O 3.778 0.785 4.361 -0.695
H -3.326 -0.823 1.924 0.096
H -2.079 -0.337 1.163 0.146
O -2.439 -0.585 2.054 -0.228
H 0.222 0.662 -2.249 -0.241
H 1.431 -0.023 -1.630 -0.093
O 0.440 -0.063 -1.686 0.702
H -0.107 -1.121 4.141 0.339
H 0.062 -2.621 4.278 0.288
O 0.549 -1.761 4.139 -0.640
H -0.271 -2.586 -2.520 0.123
O -0.750 -2.635 -1.650 0.019
H 0.193 2.941 -2.456 0.169
H 1.689 2.949 -2.759 0.292
O 1.010 2.567 -2.141 -0.464
H 0.062 0.339 -0.139 0.032
H 4.651 0.230 2.337 0.235
H 2.788 -3.059 -0.503 0.478
H 4.766 3.983 -1.013 0.288
H -2.445 4.555 -0.856 0.261
H -0.167 -2.027 -1.235 -0.262
O 5.464 -2.421 0.011 -0.678
H 4.469 -2.640 -0.033 0.310
H 5.740 -2.055 0.881 0.272
O -2.014 1.043 -3.214 -0.644
H -2.056 2.009 -3.006 0.232
H -1.887 0.874 -4.163 0.467
O 1.218 5.798 2.710 -0.605
H 1.623 5.461 1.944 0.314
H 1.294 5.103 3.364 0.292
O 2.857 3.575 0.207 -0.293
H 2.114 3.576 -0.470 0.214
H 2.454 4.033 0.963 0.124
O -4.941 -0.111 -2.574 -0.535
H -5.718 -0.518 -2.936 0.253
H -4.975 0.056 -1.651 0.241
O -1.936 -3.749 0.841 -0.625
H -1.502 -3.770 -0.084 0.318
H -2.117 -2.771 1.100 0.241
O -1.280 2.161 2.466 -0.016
H -0.632 2.391 3.194 0.086
H -0.667 1.664 1.897 -0.032



# 2
27
Properties=species:S:1:pos:R:3:nbo_charge:R:1 method="wB97M-V/def2-TZVPD" homo_lumo_gap_ev="6.882 / 7.702" e_tot_ev=-23418.20829 de_lowest_kj_mol=653.70 max_force_ha_per_bohr=0.09190
C 2.926 3.084 -0.266 -0.221
C 1.992 3.009 0.740 -0.197
C 3.121 2.032 -1.092 -0.198
C 1.199 1.899 0.913 -0.216
C 2.436 0.767 -0.837 -0.188
C 1.549 0.717 0.255 0.063
C -0.851 -1.581 1.493 -0.044
C -1.972 -1.385 0.377 -0.604
C -2.895 -0.282 0.854 -0.611
C -1.389 -2.663 -2.144 -0.968
N 0.886 -0.523 0.453 -0.096
O 0.057 -0.493 1.543 -0.365
P -1.394 -0.965 -1.271 0.653
H 3.519 3.916 -0.486 0.210
H 2.021 3.712 1.494 0.208
H 3.764 2.249 -1.912 0.211
H 0.369 1.849 1.542 0.222
H 2.709 -0.115 -1.391 0.224
H -1.454 -1.515 2.470 0.192
H -0.393 -2.460 1.326 0.182
H -2.589 -2.323 0.341 0.227
H -3.621 -0.177 0.128 0.213
H -2.335 0.585 1.110 0.211
H -3.404 -0.479 1.718 0.203
H -1.344 -3.590 -1.590 0.224
H -0.541 -2.598 -2.856 0.233
H -2.370 -2.671 -2.911 0.231



# 3
14
Properties=species:S:1:pos:R:3:nbo_charge:R:1 method="wB97M-V/def2-TZVPD" homo_lumo_gap_ev=8.546 e_tot_ev=-8835.00186 smiles=Cc1coc(N)c1 de_lowest_kj_mol=115.88 max_force_ha_per_bohr=0.01713
C -2.203 0.208 0.046 -0.624
C -0.822 -0.341 0.205 -0.069
C -0.283 -1.503 -0.221 0.015
O 1.123 -1.307 -0.421 -0.433
C 1.377 -0.036 -0.029 0.487
N 2.604 0.598 -0.131 -0.827
C 0.249 0.568 0.408 -0.411
H -2.289 1.134 0.623 0.214
H -3.036 -0.454 0.284 0.220
H -2.272 0.486 -1.013 0.223
H -0.783 -2.367 -0.648 0.204
H 3.446 0.126 -0.408 0.396
H 2.734 1.293 0.592 0.392
H 0.154 1.596 0.714 0.214



# 4
53
Properties=species:S:1:pos:R:3:nbo_charge:R:1 method="wB97M-V/def2-TZVPD" homo_lumo_gap_ev=8.482 e_tot_ev=-182084.06524 de_lowest_kj_mol=0.00 max_force_ha_per_bohr=0.00870
In -0.177 0.311 0.383 1.095
Se -1.068 -2.025 -0.771 -0.436
P 0.974 -2.030 -1.531 0.995
Se 2.202 -0.382 -0.827 -0.422
C 0.895 -2.031 -3.343 -0.332
C 1.356 -0.961 -4.096 -0.216
C 1.226 -0.986 -5.480 -0.197
C 0.639 -2.075 -6.104 -0.192
C 0.177 -3.149 -5.349 -0.211
C 0.301 -3.127 -3.971 -0.200
C 1.803 -3.590 -1.117 -0.322
C 3.056 -3.829 -1.684 -0.214
C 3.749 -4.984 -1.366 -0.196
C 3.198 -5.904 -0.480 -0.194
C 1.952 -5.669 0.080 -0.209
C 1.251 -4.510 -0.238 -0.215
H 1.807 -0.111 -3.600 0.241
H 1.582 -0.150 -6.068 0.218
H 0.535 -2.089 -7.182 0.217
H -0.280 -4.000 -5.837 0.219
H -0.066 -3.958 -3.379 0.222
H 3.487 -3.107 -2.369 0.225
H 4.720 -5.169 -1.807 0.218
H 3.744 -6.803 -0.227 0.218
H 1.521 -6.386 0.767 0.219
H 0.277 -4.320 0.196 0.237
C -3.625 1.314 -1.021 -1.146
Si -2.067 2.115 -1.685 1.918
C -1.679 1.306 -3.322 -1.150
C -2.352 3.939 -1.916 -1.139
O -0.837 1.902 -0.632 -1.320
H -4.483 1.464 -1.684 0.235
H -3.886 1.713 -0.037 0.230
H -3.472 0.234 -0.920 0.228
H -2.472 1.477 -4.056 0.232
H -1.577 0.225 -3.181 0.236
H -0.740 1.679 -3.741 0.232
H -3.170 4.132 -2.617 0.231
H -1.452 4.427 -2.300 0.236
H -2.606 4.405 -0.960 0.234
C 1.032 -1.277 3.365 -1.124
Si -0.022 0.199 2.947 1.160
C -1.768 -0.010 3.576 -1.119
C 0.767 1.790 3.515 -1.120
H 1.154 -1.396 4.446 0.237
H 2.022 -1.173 2.916 0.248
H 0.579 -2.189 2.969 0.243
H -1.823 -0.054 4.667 0.238
H -2.186 -0.937 3.176 0.242
H -2.395 0.817 3.235 0.243
H 0.833 1.856 4.605 0.237
H 0.197 2.648 3.152 0.246
H 1.778 1.862 3.108 0.242



# 5
99
Properties=species:S:1:pos:R:3:mulliken_charge:R:1 method="wB97M-V/def2-TZVPD" homo_lumo_gap_ev="1.859 / 4.202" e_tot_ev=-238811.15773 de_lowest_kj_mol=128.88 charge=-1 max_force_ha_per_bohr=0.06311 multiplicity=2
Ca 0.627 0.405 -1.707 1.890
Cl -5.509 5.076 -2.182 -0.285
C -4.160 3.994 -2.262 0.312
C -4.367 2.744 -2.877 -0.500
C -3.408 1.788 -2.816 -1.033
C -2.177 2.056 -2.165 0.165
O -1.498 1.061 -1.649 -0.416
C -1.834 3.475 -1.888 0.248
C -0.538 3.867 -1.498 -0.861
N 0.331 3.097 -0.832 0.696
C 1.493 3.700 -0.383 -0.216
C 1.766 5.053 -0.224 -1.357
C 3.124 5.524 -0.290 -0.442
C 4.216 4.717 -0.237 -1.160
C 3.974 3.291 -0.108 0.778
C 4.941 2.363 0.283 -0.738
C 4.646 1.005 0.342 -1.109
C 3.338 0.594 0.175 -0.175
N 2.367 1.444 -0.133 0.985
C 2.619 2.798 -0.173 0.277
C -2.953 4.312 -1.740 -0.869
H -5.290 2.535 -3.363 0.422
H -3.553 0.732 -2.993 0.268
H -0.241 4.901 -1.757 0.330
H 1.013 5.798 -0.249 0.684
H 3.236 6.609 -0.316 0.368
H 5.230 5.029 -0.361 0.364
H 5.941 2.729 0.465 0.410
H 5.452 0.256 0.348 0.352
H 3.119 -0.502 0.245 0.118
H -2.820 5.242 -1.186 0.396
C -1.633 -1.860 -4.182 -1.237
C -0.642 -1.137 -5.006 0.962
C -0.649 -1.281 -6.448 -1.136
C 0.269 -0.619 -7.215 -0.784
C 1.126 0.294 -6.537 0.627
C 1.903 1.251 -7.289 -0.007
Br 1.713 1.324 -9.199 -0.286
C 2.674 2.206 -6.654 -0.463
C 2.890 2.022 -5.293 -0.419
Br 4.446 2.726 -4.645 -0.197
C 2.013 1.250 -4.448 0.429
O 1.982 1.384 -3.181 -0.511
C 1.077 0.347 -5.113 -0.368
N 0.164 -0.357 -4.351 0.162
H -2.678 -1.469 -4.446 0.343
H -1.401 -1.678 -3.148 0.071
H -1.656 -2.922 -4.348 0.422
H -1.321 -2.000 -6.875 0.468
H 0.267 -0.737 -8.351 0.212
H 3.274 2.979 -7.170 0.377
C 1.220 -2.547 -2.047 -1.250
C 0.237 -2.683 -0.843 0.861
O -0.334 -3.820 -0.685 -0.829
N 0.023 -1.619 -0.088 0.415
Te -1.246 -1.672 1.506 0.250
C -2.179 -2.990 3.111 0.313
C -2.156 -4.381 2.951 0.847
C -1.132 -5.033 2.039 -1.532
C -3.052 -5.113 3.702 -0.797
C -3.943 -4.538 4.646 0.683
C -4.824 -5.452 5.406 -1.569
C -3.913 -3.139 4.788 -0.989
C -3.018 -2.378 4.052 0.789
C -2.840 -0.917 4.393 -1.340
C 0.227 -0.715 2.729 0.490
C 0.205 0.680 2.921 1.610
C -0.723 1.529 2.094 -1.702
C 0.989 1.312 3.887 -1.192
C 1.880 0.577 4.632 0.887
C 2.834 1.273 5.526 -1.632
C 1.949 -0.807 4.438 -1.204
C 1.174 -1.477 3.489 0.830
C 1.312 -2.947 3.292 -1.375
H 2.205 -2.248 -1.607 0.288
H 0.965 -1.854 -2.879 0.158
H 1.368 -3.540 -2.525 0.358
H -0.873 -4.463 1.121 0.042
H -1.608 -5.926 1.635 0.536
H -0.298 -5.398 2.625 0.290
H -3.015 -6.189 3.564 0.376
H -5.625 -5.819 4.742 0.304
H -5.279 -5.032 6.301 0.367
H -4.267 -6.332 5.658 0.377
H -4.557 -2.630 5.492 0.356
H -3.538 -0.656 5.180 0.407
H -3.114 -0.205 3.614 0.195
H -1.819 -0.748 4.683 0.311
H -0.665 1.368 1.014 0.292
H -0.590 2.593 2.377 0.467
H -1.810 1.365 2.289 0.159
H 0.992 2.387 4.081 0.373
H 3.744 0.660 5.677 0.385
H 2.402 1.480 6.516 0.281
H 3.171 2.217 5.062 0.389
H 2.614 -1.389 5.074 0.371
H 2.189 -3.395 3.811 0.404
H 1.316 -3.234 2.269 0.222
H 0.504 -3.575 3.713 0.161



# 6
53
Properties=species:S:1:pos:R:3:nbo_charge:R:1 method="wB97M-V/def2-TZVPD" homo_lumo_gap_ev=8.481 e_tot_ev=-43644.88175 de_lowest_kj_mol=46.18 charge=-1 max_force_ha_per_bohr=0.04634
C -1.204 0.398 -0.012 -0.423
N -0.892 -1.029 -0.086 -0.704
C 0.210 -1.446 0.776 -0.087
C 0.252 -2.997 0.846 -0.530
S -0.776 -3.647 2.206 -0.077
C 1.543 -0.735 0.450 -0.098
O 2.673 -1.516 0.881 -0.792
H -0.781 1.106 -0.706 0.215
H -2.297 0.383 -0.007 0.162
H -1.018 0.851 0.968 0.187
H -0.709 -1.270 -1.063 0.413
H -0.138 -1.101 1.753 0.185
H 1.192 -3.493 0.982 0.236
H -0.265 -3.232 -0.077 0.249
H -0.218 -3.159 3.333 0.110
H 1.721 -0.518 -0.600 0.205
H 1.595 0.197 1.004 0.171
H -3.107 3.147 -0.167 0.489
H -2.006 3.042 -1.217 0.506
O -2.143 3.250 -0.278 -1.012
H 2.219 -1.777 3.024 0.506
H 3.472 -0.751 3.234 0.493
O 2.633 -1.088 3.540 -0.990
H 0.846 0.902 -2.254 0.506
H 1.290 2.029 -1.243 0.480
O 1.607 1.441 -1.937 -1.007
H 1.664 0.650 3.727 0.501
H 2.090 1.478 2.553 0.472
O 1.544 1.536 3.342 -0.975
H 1.905 -2.925 -1.316 0.511
H 2.796 -2.204 0.197 0.495
O 2.689 -3.466 -1.061 -0.970
H 1.472 4.471 -0.269 0.470
H 1.002 3.949 1.209 0.507
O 1.526 3.786 0.390 -1.011
H -0.772 -0.428 -3.631 0.451
H 3.262 -3.241 -1.804 0.476
O -0.496 -0.299 -2.722 -1.221
H -4.258 1.956 1.289 0.478
H -4.073 1.148 -0.006 0.488
O -4.484 1.943 0.354 -0.949
H -0.314 2.535 -3.179 0.483
H -1.139 1.196 -2.644 0.521
O -1.111 2.195 -2.781 -1.048
H 0.243 -2.924 -3.401 0.466
H 0.376 -1.463 -2.696 0.511
O 0.740 -2.472 -2.728 -1.072
H -3.038 -2.296 -0.719 0.475
H -2.759 -1.156 -1.583 0.480
O -3.401 -1.877 -1.512 -0.957
H -0.057 2.485 2.404 0.494
H -0.736 3.111 1.182 0.507
O -0.369 3.327 2.054 -0.979